No. 1
Below is 7 unconnected molecules or ions with the total composition C28H77N7O7, with properties calculated with ωB97M-V/def2-TZVPD.

Calculated values
strongest force on any atom	0.0671	Eh/bohr
energy relative to the best compared isomer or geometry (same formula, charge and spin)	106.45	kcal per mole
frontier orbital gap	9.6	eV
SMILES	COC[C@H](C)N.COC[C@H](C)N.COC[C@H](C)N.COC[C@H](C)N.COC[C@H](C)N.COC[C@H](C)N.COC[C@H](C)N

The geometry in ORCA input format:
```
! RIJCOSX wB97M-V def2-TZVPD def2/J DEFGRID3
* xyz 0 1
C -7.62 2.54 2.54
O -6.21 2.59 2.61
C -5.69 3.90 2.81
C -4.29 3.87 3.54
C -4.33 3.31 4.94
N -3.71 5.20 3.55
H -8.03 2.82 1.57
H -8.15 3.04 3.34
H -7.83 1.48 2.72
H -5.52 4.29 1.81
H -6.37 4.57 3.33
H -3.66 3.18 2.97
H -4.56 2.25 4.93
H -5.11 3.82 5.52
H -3.38 3.25 5.47
H -3.23 5.34 2.68
H -4.42 5.90 3.33
C -1.87 1.84 0.59
O -1.08 0.72 0.10
C -0.15 0.30 1.12
C 0.88 -0.78 0.52
C 0.09 -1.98 0.10
N 1.87 -1.33 1.45
H -2.69 2.21 -0.03
H -1.30 2.75 0.74
H -2.29 1.59 1.56
H 0.53 1.07 1.49
H -0.59 -0.06 2.06
H 1.21 -0.39 -0.45
H 0.71 -2.77 -0.34
H -0.76 -1.82 -0.57
H -0.35 -2.46 0.97
H 2.55 -0.61 1.64
H 1.36 -1.63 2.27
C 1.09 -3.56 -2.71
O 0.33 -4.39 -3.56
C 0.00 -5.66 -2.95
C -0.72 -6.51 -4.01
C -2.17 -5.95 -4.19
N -0.87 -7.92 -3.69
H 2.01 -3.24 -3.19
H 1.49 -4.07 -1.83
H 0.64 -2.59 -2.50
H 0.97 -6.06 -2.66
H -0.60 -5.40 -2.08
H -0.16 -6.59 -4.94
H -2.24 -4.96 -4.65
H -2.79 -6.05 -3.29
H -2.69 -6.56 -4.92
H 0.02 -8.40 -3.72
H -1.12 -7.84 -2.72
C 6.78 -0.60 -0.50
O 6.74 -2.01 -0.25
C 5.48 -2.52 0.26
C 5.59 -3.96 0.69
C 5.17 -4.93 -0.45
N 4.89 -4.33 1.98
H 7.80 -0.33 -0.79
H 6.49 -0.04 0.39
H 6.16 -0.26 -1.33
H 5.07 -1.91 1.06
H 4.61 -2.31 -0.37
H 6.64 -4.07 0.95
H 5.68 -4.66 -1.37
H 4.09 -4.93 -0.58
H 5.30 -6.00 -0.30
H 5.25 -3.70 2.69
H 3.92 -4.06 1.89
C -5.48 7.40 -3.37
O -6.42 6.49 -2.84
C -6.04 5.17 -2.73
C -6.62 4.78 -1.38
C -6.28 3.28 -1.06
N -8.07 5.03 -1.39
H -5.76 8.45 -3.42
H -5.16 7.14 -4.38
H -4.52 7.42 -2.85
H -6.43 4.51 -3.51
H -4.96 5.04 -2.76
H -6.17 5.32 -0.56
H -5.21 3.11 -1.01
H -6.75 2.59 -1.76
H -6.59 3.22 -0.02
H -8.16 5.77 -2.06
H -8.50 4.23 -1.84
C 2.34 0.58 -3.72
O 3.75 0.39 -3.83
C 4.31 1.03 -5.00
C 5.81 0.93 -4.90
C 6.49 1.79 -3.85
N 6.40 1.41 -6.15
H 1.73 0.04 -4.44
H 2.05 1.62 -3.64
H 2.04 0.20 -2.74
H 3.88 0.66 -5.93
H 3.94 2.03 -5.25
H 6.12 -0.11 -4.76
H 6.24 2.81 -4.14
H 7.58 1.72 -3.83
H 6.03 1.54 -2.90
H 5.89 1.09 -6.96
H 7.38 1.21 -6.27
C 3.40 -2.80 7.16
O 2.68 -2.43 5.97
C 2.03 -1.17 6.13
C 1.37 -0.60 4.84
C 0.75 0.69 5.09
N 0.57 -1.60 4.17
H 2.63 -2.89 7.92
H 4.12 -2.05 7.49
H 4.14 -3.59 7.01
H 1.25 -1.20 6.89
H 2.82 -0.50 6.46
H 2.26 -0.47 4.21
H 1.44 1.44 5.49
H -0.02 0.56 5.86
H 0.23 1.16 4.26
H -0.37 -1.60 4.52
H 0.94 -2.46 4.54
*
```



No. 2
Below is C10H13NOS in the gas phase, with properties calculated with ωB97M-V/def2-TZVPD.

Calculated values
strongest force on any atom	0.0159	Eh/bohr
energy relative to the best compared isomer or geometry (same formula, charge and spin)	24.16	kcal per mole
frontier orbital gap	9.6	eV
SMILES	O=C(NCCc1cccs1)C1CC1

The geometry in ORCA input format:
```
! RIJCOSX wB97M-V def2-TZVPD def2/J DEFGRID3
* xyz 0 1
O 1.97 1.88 -1.35
C 1.06 1.06 -1.28
N 1.21 -0.20 -1.79
C 0.30 -1.32 -1.82
C 0.46 -2.32 -0.66
C 0.12 -1.73 0.68
C -1.11 -1.69 1.29
C -1.09 -1.00 2.54
C 0.14 -0.53 2.86
S 1.30 -0.92 1.65
C -0.26 1.42 -0.65
C -0.69 2.85 -0.78
C -0.18 2.37 0.52
H 2.14 -0.33 -2.15
H 0.45 -1.85 -2.77
H -0.72 -0.93 -1.87
H 1.50 -2.68 -0.68
H -0.18 -3.16 -0.85
H -1.99 -2.14 0.83
H -1.96 -0.88 3.16
H 0.42 0.01 3.76
H -1.04 0.67 -0.60
H -0.05 3.49 -1.36
H -1.75 3.04 -0.88
H -0.85 2.22 1.34
H 0.81 2.67 0.84
*
```



No. 3
Below is 4 unconnected molecules or ions with the total composition C26H60BrNO4P, with properties calculated with ωB97M-V/def2-TZVPD.

Calculated values
strongest force on any atom	0.0103	Eh/bohr
frontier orbital gap	9.1	eV

The geometry in ORCA input format:
```
! RIJCOSX wB97M-V def2-TZVPD def2/J DEFGRID3
* xyz 1 1
C 3.84 0.95 0.59
C 3.03 1.43 -0.60
O 2.89 0.35 -1.50
C 2.41 0.67 -2.77
C 1.21 1.59 -2.83
O 0.12 0.96 -2.15
C -0.95 1.78 -1.88
C -1.03 2.42 -0.49
C -2.48 2.91 -0.38
P -3.04 4.70 -0.69
O -2.59 4.76 -2.27
Br -1.42 5.71 0.38
N -3.22 2.10 -1.47
C -2.26 0.99 -1.94
O -2.30 0.00 -0.97
H 4.81 0.57 0.27
H 3.31 0.15 1.11
H 4.00 1.77 1.30
H 3.55 2.27 -1.10
H 2.04 1.79 -0.28
H 2.14 -0.28 -3.25
H 3.21 1.13 -3.37
H 0.95 1.75 -3.89
H 1.41 2.57 -2.37
H -1.07 2.58 -2.63
H -0.29 3.22 -0.36
H -0.83 1.66 0.26
H -2.92 2.62 0.59
H -1.67 5.01 -2.45
H -4.09 1.70 -1.13
H -3.43 2.72 -2.27
H -2.54 0.65 -2.93
H -2.78 -0.78 -1.27
C -1.12 1.00 -9.50
C -0.91 2.22 -8.60
C -0.15 1.90 -7.31
C -0.83 0.88 -6.40
C -2.24 1.25 -5.96
C -2.32 2.56 -5.18
H -1.71 0.23 -9.01
H -1.64 1.28 -10.41
H -0.16 0.56 -9.78
H -1.88 2.66 -8.36
H -0.36 2.98 -9.14
H 0.02 2.83 -6.76
H 0.84 1.52 -7.57
H -0.20 0.74 -5.51
H -0.85 -0.10 -6.89
H -2.64 0.43 -5.35
H -2.90 1.32 -6.83
H -1.68 2.51 -4.29
H -3.34 2.78 -4.87
H -1.98 3.41 -5.78
C -0.22 3.24 3.19
C 0.56 1.94 3.09
C -0.31 0.69 2.97
C -1.25 0.45 4.16
C -0.55 0.34 5.51
C 0.45 -0.81 5.58
H -0.87 3.25 4.07
H 0.44 4.11 3.27
H -0.86 3.38 2.31
H 1.22 1.84 3.96
H 1.23 1.99 2.22
H 0.33 -0.18 2.83
H -0.92 0.76 2.06
H -1.80 -0.48 3.97
H -2.00 1.24 4.20
H -1.31 0.21 6.28
H -0.04 1.28 5.75
H -0.04 -1.77 5.39
H 0.91 -0.87 6.57
H 1.26 -0.70 4.86
C 1.28 -5.17 7.55
C 1.79 -4.60 6.22
C 0.82 -4.80 5.06
C 0.52 -6.27 4.72
C 1.76 -7.10 4.38
C 2.52 -6.60 3.16
H 1.14 -6.25 7.49
H 1.99 -4.98 8.35
H 0.33 -4.71 7.83
H 2.76 -5.04 5.98
H 1.96 -3.52 6.34
H 1.21 -4.29 4.18
H -0.13 -4.31 5.30
H -0.17 -6.29 3.87
H -0.01 -6.74 5.55
H 1.44 -8.13 4.20
H 2.42 -7.15 5.24
H 1.88 -6.57 2.28
H 3.38 -7.24 2.94
H 2.91 -5.58 3.32
*
```



No. 4
Below is 2 unconnected molecules or ions with the total composition C6H14N2O2, with properties calculated with ωB97M-V/def2-TZVPD.

Calculated values
strongest force on any atom	0.0861	Eh/bohr
<S²>	0.7705
energy relative to the best compared isomer or geometry (same formula, charge and spin)	70.30	kcal per mole
frontier orbital gap (spin up / spin down)	8.2 / 2.7	eV

The geometry in ORCA input format:
```
! RIJCOSX wB97M-V def2-TZVPD def2/J DEFGRID3
* xyz 1 2
C 1.26 -2.59 -0.06
C 2.61 0.51 -1.76
C 2.17 -1.48 -0.28
O 3.16 -1.26 0.35
N 1.67 -0.44 -1.14
H 1.81 -3.57 -0.04
H 0.97 -0.78 -1.79
H 2.10 1.58 -1.79
H 0.54 -2.63 0.91
H 0.48 -2.81 -0.77
H 3.48 0.62 -1.09
H 2.77 0.16 -2.88
C -1.01 2.14 2.16
C -2.79 -0.02 -0.46
C -2.63 1.02 0.63
O -3.54 1.58 1.29
N -1.35 1.21 1.01
H -0.59 0.95 0.45
H 0.12 2.18 2.21
H -2.82 -1.05 0.03
H -1.32 3.14 2.13
H -1.52 1.66 3.05
H -3.72 0.05 -1.12
H -1.86 -0.19 -1.05
*
```